Density functional theory data (ωB97M-V with the def2-TZVPD basis set) for a cluster of 2 separate species, C5H9F4NO4S in total in a non-equilibrium geometry.

CARTESIAN COORDINATES (ANGSTROEM)
F1 -3.4074 4.0381 -2.0104
H1 -1.3316 4.0308 -0.0817
H2 1.9582 -4.0528 1.9594
C1 -2.6423 3.1443 -1.3860
F2 -0.0575 2.8320 -3.0636
O1 -1.7184 -2.1058 1.6717
H3 0.0789 -0.4794 0.1584
H4 2.3053 -1.1630 1.0202
S1 -0.0376 2.8601 -1.5084
H5 2.6829 -1.7723 2.6196
O2 0.3394 -2.8467 1.9220
H6 0.5589 -2.0079 -0.6170
C2 1.6223 -3.1860 1.3909
C3 -0.2265 -1.4990 -0.0617
N1 -1.3856 3.7349 -1.0522
H7 -1.0990 -1.4759 -0.7107
H8 1.5428 -3.5099 0.3520
O3 1.0701 3.6412 -1.1424
H9 3.6023 -2.3497 1.2172
F3 -3.3234 2.7657 -0.3080
O4 -0.0005 1.5544 -0.9817
C4 2.6128 -2.0544 1.5685
C5 -0.6095 -2.1915 1.2235
F4 -2.5349 2.0930 -2.1796

The molar mass comes out at 255.189 g/mol. For the frontier orbital gap, the calculation gives 10.3 eV. The total energy is -36715.8382 eV. As for the spin multiplicity: 1. The highest occupied orbital energy comes out at -10.06 eV. Its structure (SMILES) is O=S(=O)(F)NC(F)(F)F.CCOC(C)=O. The calculation puts the LUMO energy at 0.250 eV.

natural (NBO) population analysis, charges in e, atoms 1 to 4: atom 1 (F): -0.307, atom 2 (H): 0.450, atom 3 (H): 0.196, atom 4 (C): 1.076

***

Density functional theory data (ωB97M-V with the def2-TZVPD basis set) for a cluster of 2 separate species, O5S2 in total in a non-equilibrium geometry.

CARTESIAN COORDINATES (ANGSTROEM)
O1 -1.0168 0.6651 -1.2272
S1 -0.8651 0.0362 0.0835
O2 -1.2120 0.9116 1.2102
O3 1.9973 1.8057 -0.1165
S2 1.2100 -0.5492 0.4591
O4 -1.5901 -1.2516 0.1622
O5 1.4767 -1.6178 -0.5713

The molar mass comes out at 144.129 g/mol. For the frontier orbital gap (alpha / beta), the calculation gives 5.9 / 5.9 eV. The total energy is -31902.9850 eV. As for the spin multiplicity: 1. The highest occupied orbital energy (alpha / beta) comes out at 0.57 / 0.54 eV. Its net charge is -2. The calculation puts the LUMO energy (alpha / beta) at 6.452 / 6.480 eV.

natural (NBO) population analysis, charges in e, atoms 1 to 4: atom 1 (O): -1.013, atom 2 (S): 2.165, atom 3 (O): -1.044, atom 4 (O): -0.751

***

The energy above the lowest of the compared OMol25 structures with the same formula, charge and spin results, record by record, are as follows: 7.5 101.1 kcal/mol.